{
  "formula": "C41H37AsCeN4O5S3",
  "method": "ωB97M-V/def2-TZVPD",
  "elements": ["Ce", "O", "C", "C", "C", "C", "C", "C", "C", "O", "N", "O", "O", "H", "H", "H", "H", "S", "C", "C", "C", "C", "C", "C", "As", "C", "C", "C", "C", "C", "C", "C", "C", "C", "C", "C", "C", "H", "H", "H", "H", "H", "H", "H", "H", "H", "H", "H", "H", "H", "H", "C", "C", "N", "C", "C", "S", "C", "C", "S", "C", "N", "C", "H", "H", "H", "H", "H", "H", "H", "H", "O", "C", "C", "C", "C", "C", "C", "C", "C", "N", "H", "H", "H", "H", "H", "H", "H", "H", "H", "H", "H"],
  "xyz": [[0.7165, 0.6492, -0.9636], [-0.4772, 1.9692, -2.8372], [-1.6944, 2.0252, -2.9544], [-2.6820, 1.1027, -2.3676], [-3.9831, 1.4179, -2.7333], [-5.0350, 0.6884, -2.1990], [-4.7884, -0.2941, -1.2587], [-3.4899, -0.6252, -0.9004], [-2.4457, 0.1277, -1.4423], [-1.2214, -0.1208, -1.1223], [-6.3209, 0.9841, -2.7430], [-6.4488, 1.9508, -3.4189], [-7.2522, 0.2330, -2.4401], [-2.1123, 2.8153, -3.5750], [-4.1931, 2.1776, -3.4354], [-5.6702, -0.8386, -0.9412], [-3.2471, -1.4853, -0.3242], [-0.1655, 2.5142, 0.6961], [-1.3731, 2.4763, 2.0990], [-2.2354, 3.5000, 2.3469], [-3.0845, 3.3569, 3.4137], [-2.9688, 2.2688, 4.2589], [-2.0004, 1.3201, 4.0137], [-1.2814, 1.3457, 2.9027], [-0.2150, -0.0758, 2.1537], [-1.7051, -1.3850, 1.9199], [-3.0492, -1.1302, 2.1225], [-3.9741, -2.1941, 1.9620], [-3.5978, -3.4542, 1.5549], [-2.2309, -3.7226, 1.4230], [-1.3194, -2.6782, 1.5243], [0.6704, -0.5878, 3.8354], [0.4444, -1.6969, 4.5890], [0.9523, -1.7794, 5.8892], [1.7248, -0.7299, 6.4054], [1.9133, 0.4269, 5.6418], [1.3288, 0.5334, 4.3761], [-2.4890, 4.3076, 1.6380], [-3.9490, 3.9679, 3.6075], [-3.5903, 2.0606, 5.1143], [-1.8420, 0.4851, 4.6684], [-3.3764, -0.1422, 2.4106], [-5.0098, -1.8771, 2.1102], [-4.3585, -4.2124, 1.5079], [-1.9796, -4.7893, 1.1827], [-0.2594, -2.8247, 1.3983], [-0.0948, -2.5737, 4.2311], [0.7725, -2.6797, 6.4170], [2.1469, -0.7379, 7.4057], [2.5153, 1.1946, 6.1215], [1.3449, 1.4094, 3.7812], [3.6249, 0.6441, 1.8279], [3.2838, -0.7150, 1.2621], [2.4363, -0.9077, 0.3012], [2.3114, -2.2930, 0.1209], [3.0563, -3.0675, 0.9082], [3.9828, -2.1096, 1.9822], [1.4558, -2.8144, -0.9068], [1.2093, -4.1287, -1.1974], [0.0059, -4.2929, -2.4504], [-0.0974, -2.5751, -2.5654], [0.7151, -1.9622, -1.7067], [-0.9648, -1.9102, -3.5403], [2.8356, 1.3601, 1.6964], [4.5077, 1.0598, 1.4564], [3.7940, 0.6217, 2.8848], [3.2665, -4.1135, 0.9510], [1.6229, -5.0049, -0.6876], [-0.5562, -2.0400, -4.5422], [-1.1440, -0.8816, -3.3479], [-1.9694, -2.3580, -3.5871], [2.2163, 2.6803, -1.0660], [3.2113, 3.3029, -1.9634], [4.4654, 2.5098, -1.9466], [4.2094, 0.9997, -2.0217], [3.4753, 0.7509, -3.3388], [4.1360, 0.8198, -4.5567], [3.4720, 0.5972, -5.7393], [2.1271, 0.3986, -5.6599], [1.5073, 0.3600, -4.4176], [2.1519, 0.5953, -3.2768], [2.2341, 3.0943, -0.2171], [3.3159, 4.3222, -1.5967], [2.7820, 3.4174, -2.9287], [4.9142, 2.7301, -1.0508], [5.1056, 2.8320, -2.7771], [3.6517, 0.6728, -1.1503], [5.1655, 0.5006, -2.1059], [5.1856, 1.0056, -4.4846], [3.9958, 0.5694, -6.7030], [1.5718, 0.3375, -6.5556], [0.4103, 0.3191, -4.3688]],
  "atomic_forces_ev_per_a": [[-0.4, -0.2, 0.3], [0.8, -0.4, 0.8], [-0.5, -1.0, 0.4], [-0.5, 2.8, -1.4], [-0.6, -1.2, 0.7], [2.2, 0.9, -0.4], [-0.5, -0.8, -0.2], [-0.5, 0.6, -0.9], [-0.9, -0.9, 0.6], [2.1, -0.2, 0.9], [-2.6, -1.7, 1.4], [0.1, 1.5, -1.2], [1.0, 0.2, -0.1], [-0.1, 0.2, -0.2], [-0.2, 0.7, -0.7], [0.2, -0.2, 0.3], [0.0, -0.3, 0.5], [-0.7, 0.7, -0.1], [2.0, -0.9, -1.7], [-1.2, 1.2, -1.2], [-1.2, -0.8, 1.3], [0.4, -0.2, 0.5], [-1.0, -1.1, 2.1], [1.8, 0.9, -2.8], [-1.1, -1.1, 0.2], [0.6, -0.4, 0.0], [0.0, -0.9, 0.1], [-0.2, 2.0, 0.0], [0.3, 0.5, 1.0], [-0.3, -1.0, -0.8], [0.0, 0.1, 0.5], [-0.4, 1.7, -0.6], [0.1, -1.4, 0.7], [0.7, 1.1, -0.5], [-0.6, -0.2, -0.5], [-0.1, -0.2, 0.0], [0.4, -1.6, 0.9], [0.8, -0.4, 0.4], [0.1, 0.7, -0.3], [-0.3, 0.5, 0.1], [-0.3, -0.3, 0.5], [-0.2, 0.0, 0.0], [0.1, -0.6, 0.0], [0.0, -0.3, -0.3], [0.3, 1.3, 0.2], [0.3, -0.5, -0.2], [-0.1, 0.3, -0.2], [-0.1, -0.6, 0.7], [-0.1, -0.3, -0.1], [-0.3, 0.3, -0.4], [0.3, 1.0, -0.2], [-1.0, -0.8, 0.2], [1.0, 1.5, 1.6], [-0.3, -1.3, -0.2], [-0.3, 0.4, -0.9], [1.3, 0.0, 1.2], [-0.5, 0.6, -0.4], [-1.6, -1.0, -1.8], [-0.2, -0.3, 0.1], [0.8, 0.6, 0.8], [1.4, -0.3, 1.7], [-0.4, 0.7, -0.4], [-1.0, -0.8, -1.0], [-0.6, 0.3, -0.3], [1.5, 0.5, -1.1], [0.0, -0.4, 0.7], [-0.5, -0.5, -0.3], [-0.3, 0.4, -0.4], [0.1, 0.1, -0.1], [0.3, 0.8, 0.2], [0.3, -0.1, 0.2], [0.1, -0.7, -1.3], [-1.0, 0.6, 0.9], [-0.5, -0.6, -1.4], [0.0, 0.7, -1.7], [-0.1, 0.2, 0.7], [0.4, -0.4, 0.8], [1.1, 0.2, -0.3], [-0.8, -0.2, 0.6], [-0.8, 0.9, -0.8], [-0.4, -0.7, 0.6], [-0.1, 0.8, 1.0], [0.4, 0.0, 0.0], [-0.7, -0.4, -0.8], [1.7, 0.4, 2.1], [0.0, 0.0, 0.3], [0.1, -0.3, -0.1], [0.2, -0.3, 0.4], [0.6, 0.0, -0.4], [-0.2, 0.2, 0.5], [-0.7, -0.4, -0.7], [0.7, -0.2, 0.0]],
  "lowdin_charge": [0.94, -0.05, -0.10, -0.10, 0.09, -0.13, 0.07, 0.06, -0.33, -0.27, -0.36, 0.12, 0.09, 0.15, 0.12, 0.14, 0.09, 0.69, -0.53, -0.09, -0.05, -0.04, -0.12, -0.45, 1.35, -0.34, -0.10, -0.08, -0.07, -0.06, -0.13, -0.37, -0.10, -0.05, -0.05, -0.06, -0.13, 0.13, 0.12, 0.12, 0.12, 0.10, 0.12, 0.11, 0.13, 0.08, 0.11, 0.10, 0.11, 0.11, 0.08, -0.04, -0.61, -0.02, -0.34, -0.30, 1.17, -0.33, -0.29, 1.14, -0.58, 0.01, -0.06, 0.06, 0.07, 0.08, 0.09, 0.10, 0.10, 0.04, 0.11, -0.23, -0.14, -0.14, -0.09, -0.25, 0.01, -0.02, -0.02, -0.10, 0.04, 0.04, 0.14, 0.12, 0.09, 0.14, 0.07, 0.13, 0.12, 0.14, 0.11, 0.11],
  "orbital_gap_ev": [5.945, 5.948],
  "charge": 2,
  "de_lowest_kj_mol": 131.64,
  "lumo_energy_ha": [-0.2642, -0.2641],
  "e_homo_ev": [-13.14, -13.14]
}